1.
C20H14BrNO6Re | ωB97M-V/def2-TZVPD

Element x y z (Å)
Re1 1.92 -0.23 0.99
C1 4.36 -0.17 1.06
C2 4.03 -1.46 0.67
C3 3.16 -2.25 1.48
C4 2.69 -1.73 2.71
C5 3.05 -0.41 3.10
C6 3.84 0.36 2.26
H1 4.98 0.45 0.42
H2 4.36 -1.86 -0.28
H3 2.82 -3.22 1.14
H4 2.01 -2.29 3.33
H5 2.65 0.00 4.01
H6 4.07 1.38 2.55
O1 1.91 1.51 0.09
C7 1.24 1.83 -0.95
C8 0.42 0.95 -1.72
C9 -0.35 1.51 -2.77
C10 -1.14 0.69 -3.51
C11 -1.19 -0.68 -3.28
C12 -0.43 -1.24 -2.27
C13 0.36 -0.45 -1.47
O2 1.09 -1.05 -0.51
N1 -1.98 1.28 -4.58
O3 -1.90 2.47 -4.74
O4 -2.66 0.51 -5.21
H7 1.31 2.89 -1.23
H8 -0.33 2.57 -2.97
H9 -1.83 -1.29 -3.90
H10 -0.46 -2.31 -2.09
Br1 -3.40 2.85 -0.85
C14 -3.28 1.34 0.28
C15 -4.41 0.58 0.54
C16 -4.30 -0.53 1.38
C17 -3.09 -0.89 1.93
C18 -1.97 -0.11 1.66
C19 -2.07 1.02 0.83
C20 -0.69 -0.53 2.22
O5 -0.43 -1.48 2.89
O6 0.39 0.36 1.87
H11 -5.36 0.85 0.10
H12 -5.19 -1.12 1.59
H13 -3.00 -1.75 2.58
H14 -1.21 1.66 0.66

The strongest force on any atom is 0.0322 hartree/bohr. The energy is -106894.782 eV. The calculation puts the HOMO energy (alpha / beta) at -14.55 / -14.56 eV. For the orbital gap (alpha / beta), the calculation gives 0.237 / 0.183 Eh. Its spin multiplicity is 4. As for the charge: +2.


2.
C20H14Cl2N6O6PtS3 | ωB97M-V/def2-TZVPD

Element x y z (Å)
Pt1 1.46 0.46 0.12
Cl1 2.42 -4.06 -2.38
C1 1.21 -3.85 -1.19
C2 0.26 -4.85 -0.98
C3 -0.72 -4.70 -0.03
Cl2 -1.86 -5.97 0.22
C4 -0.81 -3.51 0.75
C5 -1.78 -3.28 1.74
C6 -1.77 -2.09 2.43
C7 -0.80 -1.12 2.10
N1 0.10 -1.32 1.16
C8 0.13 -2.49 0.51
C9 1.21 -2.64 -0.44
O1 2.09 -1.74 -0.64
H1 0.29 -5.75 -1.57
H2 -2.52 -4.03 1.95
H3 -2.49 -1.88 3.20
H4 -0.81 -0.16 2.59
N2 -3.16 0.71 -4.41
C10 -2.69 1.11 -3.19
C11 -2.88 0.30 -2.06
C12 -2.46 0.73 -0.82
C13 -1.84 1.96 -0.69
C14 -1.64 2.77 -1.80
C15 -2.06 2.35 -3.04
S1 -1.33 2.54 0.88
O2 -1.24 3.96 0.84
O3 -2.14 1.90 1.89
N3 0.19 1.88 1.03
C16 0.88 1.89 2.19
N4 0.62 2.57 3.30
C17 1.48 2.35 4.29
C18 2.57 1.49 4.21
C19 2.76 0.83 3.02
N5 1.91 1.03 2.03
H5 -3.38 -0.26 -4.54
H6 -2.80 1.18 -5.23
H7 -3.38 -0.65 -2.16
H8 -2.64 0.12 0.06
H9 -1.15 3.73 -1.68
H10 -1.90 2.98 -3.91
H11 1.28 2.91 5.20
H12 3.24 1.35 5.05
H13 3.58 0.15 2.83
N6 4.20 0.75 0.19
C20 3.23 0.93 -0.58
H14 5.10 0.94 -0.26
O4 3.37 1.31 -1.88
S2 1.98 1.88 -2.54
O5 1.56 3.00 -1.75
O6 2.27 2.07 -3.91
S3 0.86 0.24 -2.11

The strongest force on any atom is 0.0865 hartree/bohr. The energy is -102988.231 eV. The calculation puts the HOMO energy (alpha / beta) at -7.86 / -7.86 eV. For the orbital gap (alpha / beta), the calculation gives 0.185 / 0.185 Eh. Its spin multiplicity is 1.


3.
C20H14Co2O9 | ωB97M-V/def2-TZVPD

Element x y z (Å)
C1 2.18 -2.69 5.02
C2 1.71 -3.01 3.62
O1 2.01 -1.87 2.80
C3 1.53 -1.97 1.51
C4 2.04 -0.84 0.76
C5 2.28 -0.93 -0.63
C6 2.68 0.36 -1.33
C7 3.12 1.51 -0.66
C8 3.48 2.67 -1.35
C9 3.41 2.70 -2.75
C10 3.00 1.55 -3.44
C11 2.67 0.39 -2.74
O2 2.18 -1.98 -1.30
O3 0.78 -2.88 1.18
H1 1.96 -3.54 5.66
H2 3.25 -2.49 5.01
H3 1.65 -1.80 5.38
H4 2.24 -3.89 3.23
H5 0.63 -3.23 3.61
H6 2.36 0.01 1.34
H7 3.18 1.48 0.43
H8 3.81 3.54 -0.77
H9 3.67 3.61 -3.28
H10 2.94 1.55 -4.53
H11 2.40 -0.51 -3.30
O4 -1.59 2.66 -3.70
C12 -2.36 2.48 -2.85
Co1 -3.40 2.09 -1.51
C13 -2.50 2.87 -0.19
O5 -1.87 3.38 0.63
C14 -4.93 2.89 -1.83
O6 -5.89 3.49 -2.06
C15 -3.26 0.08 -1.66
C16 -2.23 -0.61 -1.02
C17 -1.03 -1.20 -1.18
Co2 -3.59 -0.27 0.07
C18 -2.56 0.25 1.43
O7 -1.88 0.55 2.31
C19 -3.89 -1.93 0.71
O8 -4.11 -2.92 1.25
C20 -5.15 0.55 0.42
O9 -6.11 1.02 0.86
H12 -3.69 -0.20 -2.63
H13 -0.73 -2.01 -0.52
H14 -0.39 -0.92 -2.02

The strongest force on any atom is 0.0990 hartree/bohr. The energy is -114646.237 eV. The calculation puts the HOMO energy at -1.35 eV. For the orbital gap, the calculation gives 0.228 Eh. Its spin multiplicity is 1. As for the charge: -2.


4.
C20H14F16KN9O4S2 | ωB97M-V/def2-TZVPD

Element x y z (Å)
K1 0.06 -0.46 -0.27
C1 0.40 3.05 2.49
N1 0.15 2.05 1.47
C2 -1.27 1.73 1.34
C3 -1.78 0.87 2.49
N2 -1.21 -0.46 2.42
C4 -0.61 -1.03 3.45
C5 -0.32 -2.44 3.36
F1 -0.77 -3.10 2.26
C6 0.33 -3.18 4.31
F2 0.52 -4.50 4.12
C7 0.76 -2.60 5.50
F3 1.41 -3.32 6.44
C8 0.50 -1.26 5.66
F4 0.92 -0.65 6.80
C9 -0.15 -0.51 4.70
F5 -0.30 0.81 4.98
C10 0.82 2.39 0.21
C11 2.33 2.10 0.24
N3 2.57 0.68 0.43
C12 3.22 0.21 1.48
C13 3.43 -1.21 1.54
F6 2.95 -1.95 0.50
C14 4.05 -1.88 2.55
F7 4.18 -3.23 2.49
C15 4.57 -1.21 3.64
F8 5.18 -1.87 4.66
C16 4.42 0.16 3.65
F9 4.90 0.86 4.70
C17 3.78 0.83 2.63
F10 3.70 2.19 2.79
H1 0.04 2.70 3.46
H2 -0.11 4.00 2.25
H3 1.47 3.23 2.59
H4 -1.43 1.16 0.43
H5 -1.89 2.65 1.25
H6 -2.88 0.82 2.36
H7 -1.63 1.41 3.43
H8 0.67 3.45 -0.07
H9 0.38 1.80 -0.58
H10 2.80 2.75 0.97
H11 2.72 2.40 -0.74
F11 -1.43 3.05 -1.98
C18 -1.04 2.72 -3.20
F12 -1.88 3.25 -4.08
F13 0.18 3.22 -3.41
S1 -0.95 0.92 -3.40
O1 0.01 0.45 -2.41
O2 -0.63 0.73 -4.79
N4 -2.46 0.57 -3.05
S2 -2.88 -0.72 -2.22
O3 -4.28 -0.68 -1.92
O4 -1.93 -1.06 -1.17
C19 -2.73 -2.08 -3.42
F14 -3.10 -3.21 -2.81
F15 -1.49 -2.20 -3.87
F16 -3.54 -1.87 -4.45
N5 3.19 -4.87 -0.16
N6 1.95 -4.39 -0.60
N7 0.98 -4.11 0.23
C20 0.03 -3.72 -0.63
N8 0.44 -3.78 -1.91
N9 1.69 -4.21 -1.87
H12 3.15 -4.70 0.84
H13 3.85 -4.18 -0.52
H14 -0.96 -3.42 -0.32

The strongest force on any atom is 0.0631 hartree/bohr. The energy is -124041.013 eV. The calculation puts the HOMO energy at -1.36 eV. For the orbital gap, the calculation gives 0.201 Eh. Its spin multiplicity is 1. As for the charge: -2.


5.
C20H14F2IN2O6PRbS | ωB97M-V/def2-TZVPD

Element x y z (Å)
C1 3.93 -1.66 -0.50
C2 2.53 -2.18 -0.91
P1 1.28 -2.26 0.48
C3 1.72 -1.17 1.90
C4 -0.28 -1.54 -0.28
C5 -1.37 -2.42 -0.47
N1 -1.19 -3.77 -0.02
C6 -1.64 -3.94 1.33
O1 -2.67 -3.57 1.80
F1 -0.75 -4.55 2.11
C7 -1.72 -4.76 -0.92
O2 -1.02 -5.62 -1.36
F2 -3.02 -4.74 -1.29
C8 -2.53 -1.94 -1.04
C9 -2.67 -0.63 -1.47
S1 -4.21 -0.11 -2.24
C10 -1.61 0.24 -1.27
C11 -0.41 -0.20 -0.66
C12 0.66 0.88 -0.48
O3 1.84 0.71 -0.60
C13 0.11 2.27 -0.15
C14 0.69 3.16 0.76
C15 1.96 2.86 1.54
O4 1.78 1.86 2.52
N2 1.52 2.43 3.78
O5 1.16 1.59 4.51
C16 0.05 4.38 0.98
C17 -1.10 4.76 0.33
I1 -2.08 6.60 0.65
C18 -1.69 3.89 -0.57
C19 -1.07 2.67 -0.77
C20 -1.69 1.68 -1.71
O6 -2.21 2.04 -2.75
H1 4.59 -2.51 -0.28
H2 3.93 -0.88 0.27
H3 4.37 -1.19 -1.40
H4 2.11 -1.58 -1.73
H5 2.65 -3.21 -1.27
H6 1.34 -1.68 2.80
H7 2.79 -1.03 2.05
H8 1.17 -0.22 1.88
H9 -3.39 -2.59 -1.18
H10 -4.15 -0.84 -3.39
H11 2.22 3.78 2.08
H12 2.81 2.65 0.88
H13 0.48 5.08 1.70
H14 -2.60 4.11 -1.11
Rb1 -2.60 3.13 -4.51

The strongest force on any atom is 0.1156 hartree/bohr. The energy is -70537.191 eV. The calculation puts the HOMO energy at -10.09 eV. For the orbital gap, the calculation gives 0.215 Eh. Its spin multiplicity is 1. As for the charge: +1.


6.
C20H14F2O8Rb | ωB97M-V/def2-TZVPD

Element x y z (Å)
Rb1 -0.61 1.34 -1.33
C1 -4.38 6.85 -4.12
C2 -3.99 8.13 -3.34
O1 -3.11 7.49 -2.48
C3 -3.44 6.19 -2.29
O2 -3.00 5.34 -1.50
O3 -4.38 5.81 -3.12
F1 -5.03 8.71 -2.63
H1 -3.71 6.77 -4.98
H2 -5.39 6.90 -4.53
H3 -3.48 8.90 -3.92
C4 6.12 5.71 -3.56
C5 6.48 5.41 -2.11
O4 5.21 5.08 -1.65
C6 4.43 4.61 -2.65
O5 3.39 4.01 -2.53
O6 5.08 4.80 -3.75
F2 6.95 6.55 -1.60
H4 6.88 5.43 -4.28
H5 5.77 6.73 -3.74
H6 7.38 4.81 -2.04
C7 -3.33 -6.38 0.22
C8 -2.77 -7.66 0.57
C9 -1.74 -7.70 1.42
C10 -1.12 -6.55 1.95
C11 -1.60 -5.27 1.48
C12 -2.77 -5.21 0.70
C13 -0.89 -3.97 1.81
O7 -1.22 -2.93 1.23
C14 0.02 -4.00 2.99
C15 0.39 -2.76 3.55
C16 1.07 -2.75 4.77
C17 1.46 -4.00 5.32
C18 1.18 -5.24 4.76
C19 0.45 -5.23 3.56
C20 0.04 -6.60 2.93
O8 0.59 -7.66 3.25
H7 -4.21 -6.33 -0.40
H8 -3.30 -8.58 0.33
H9 -1.46 -8.72 1.67
H10 -3.17 -4.28 0.31
H11 0.14 -1.82 3.07
H12 1.51 -1.87 5.22
H13 2.08 -3.93 6.20
H14 1.48 -6.14 5.27

The strongest force on any atom is 0.0977 hartree/bohr. The energy is -43431.147 eV. The calculation puts the HOMO energy at -11.25 eV. For the orbital gap, the calculation gives 0.280 Eh. Its spin multiplicity is 1. As for the charge: +1.


7.
C20H15AsCrN4O15S | ωB97M-V/def2-TZVPD

Element x y z (Å)
Cr1 -0.05 -0.32 0.31
O1 1.00 1.27 1.05
As1 0.63 3.26 0.83
O2 -0.38 4.58 -0.13
O3 -0.29 3.17 -0.66
C1 -0.74 3.28 2.28
C2 -0.53 4.43 3.06
C3 -1.35 4.77 4.12
C4 -2.44 3.97 4.43
C5 -2.67 2.83 3.69
C6 -1.83 2.48 2.64
S1 -2.22 0.91 1.89
O4 -1.48 -0.09 2.67
O5 -3.66 0.75 1.97
O6 -1.73 0.94 0.50
H1 1.89 1.17 0.71
H2 0.30 5.08 2.80
H3 -1.15 5.68 4.69
H4 -3.10 4.23 5.25
H5 -3.51 2.19 3.91
O7 3.04 -1.02 -2.60
C7 2.32 -1.16 -1.62
O8 1.27 -0.49 -1.36
C8 2.64 -2.34 -0.69
C9 3.64 -3.19 -1.11
C10 4.03 -4.31 -0.37
C11 3.39 -4.61 0.82
C12 2.38 -3.79 1.24
C13 1.97 -2.59 0.56
O9 1.11 -1.83 1.10
N1 1.68 -4.21 2.46
O10 2.35 -4.67 3.37
O11 0.47 -4.12 2.49
N2 5.08 -5.16 -0.84
O12 5.40 -6.14 -0.16
O13 5.64 -4.89 -1.90
H6 4.13 -2.95 -2.04
H7 3.68 -5.48 1.40
O14 -2.62 -2.18 4.02
C14 -3.79 -2.39 3.28
N3 -3.91 -3.76 2.82
C15 -3.75 -4.27 1.57
O15 -4.09 -5.41 1.29
C16 -3.15 -3.38 0.53
C17 -3.72 -3.37 -0.74
C18 -3.17 -2.56 -1.72
C19 -2.06 -1.80 -1.40
N4 -1.50 -1.83 -0.20
C20 -2.01 -2.61 0.75
H8 -2.13 -1.44 3.62
H9 -3.85 -1.71 2.43
H10 -4.66 -2.21 3.92
H11 -4.23 -4.45 3.48
H12 -4.58 -3.99 -0.93
H13 -3.59 -2.52 -2.71
H14 -1.60 -1.13 -2.13
H15 -1.49 -2.63 1.69

The strongest force on any atom is 0.0114 hartree/bohr. The energy is -157749.921 eV. The calculation puts the HOMO energy (alpha / beta) at -2.25 / -3.50 eV. For the orbital gap (alpha / beta), the calculation gives 0.241 / 0.287 Eh. Its spin multiplicity is 5. As for the charge: -2.


8.
C20H15BBr2ClF2N3PtS | ωB97M-V/def2-TZVPD

Element x y z (Å)
Pt1 0.07 0.44 -0.11
Br1 1.49 7.06 -0.25
C1 1.16 5.21 -0.08
C2 2.26 4.32 -0.01
C3 1.97 2.99 0.06
N1 0.73 2.48 0.07
C4 -0.35 3.34 0.05
C5 -0.11 4.74 -0.05
C6 -1.63 2.77 0.11
C7 -2.81 3.55 0.22
C8 -4.02 2.94 0.22
Br2 -5.59 3.96 0.40
C9 -4.12 1.54 0.12
C10 -2.95 0.83 0.06
N2 -1.72 1.39 0.06
H1 3.28 4.68 -0.01
H2 2.79 2.27 0.10
H3 -0.94 5.43 -0.12
H4 -2.75 4.62 0.33
H5 -5.07 1.03 0.11
H6 -2.99 -0.24 0.01
Cl1 3.03 -3.46 1.54
C11 1.68 -2.67 2.33
C12 1.84 -2.33 3.67
C13 0.79 -1.75 4.36
C14 -0.41 -1.52 3.71
C15 -0.55 -1.86 2.37
C16 0.50 -2.42 1.64
C17 0.30 -2.76 0.18
H7 2.79 -2.55 4.16
H8 0.92 -1.49 5.41
H9 -1.25 -1.08 4.25
H10 -1.49 -1.67 1.86
H11 -0.30 -3.68 0.12
H12 1.26 -2.98 -0.29
F1 -1.90 -1.87 -0.56
B1 -0.54 -1.73 -0.72
F2 -0.16 -1.63 -2.05
S1 4.28 -0.68 -1.18
C18 4.18 -0.41 0.51
C19 2.89 -0.23 0.87
N3 1.99 -0.29 -0.19
C20 2.60 -0.53 -1.33
H13 5.06 -0.42 1.14
H14 2.52 -0.08 1.87
H15 2.07 -0.65 -2.26

The strongest force on any atom is 0.0217 hartree/bohr. The energy is -198257.354 eV. The calculation puts the HOMO energy (alpha / beta) at -5.64 / -8.68 eV. For the orbital gap (alpha / beta), the calculation gives 0.210 / 0.265 Eh. Its spin multiplicity is 3.